Here is a 3-piece molecular cluster, C21H37F3NO10P2 overall at a distorted geometry from the Open Molecules 2025 dataset. Energies are from ωB97M-V/def2-TZVPD.

```
74
Properties=species:S:1:pos:R:3:forces:R:3
C -3.259 -1.681 2.959 -0.2 -0.1 -0.6
C -2.877 -2.964 3.859 -0.5 0.1 0.1
C -1.678 -2.695 4.907 0.1 0.2 -0.6
C -0.232 -3.251 4.378 -0.8 1.0 -0.9
C -0.032 -2.558 2.925 0.6 0.7 -2.5
C -0.442 -3.356 1.620 1.6 3.7 -0.5
C -0.253 -2.688 0.218 -0.1 -0.4 4.3
N 0.257 -1.331 0.138 -0.3 -1.6 2.7
C 0.637 -0.558 1.291 0.0 -1.4 2.0
C 1.185 0.958 1.092 -2.1 -0.9 -1.0
C -0.095 1.898 1.449 0.0 2.4 2.3
O 0.009 2.909 2.181 -0.6 -4.3 -3.0
O -1.339 1.431 0.890 2.2 0.2 1.4
C 0.541 -1.117 2.755 -1.4 -1.8 -2.5
C 1.031 -0.198 4.003 0.1 -0.2 -0.9
C 2.651 -0.249 3.972 1.1 0.2 0.4
C 3.358 1.076 4.498 1.1 0.9 -0.5
F 3.867 1.038 5.849 -2.5 0.5 -2.4
C 3.575 2.277 3.763 -0.1 0.0 0.5
F 4.358 2.282 2.558 -3.3 0.3 2.6
F 3.089 3.565 4.164 2.6 -3.6 -1.1
H -4.396 -1.574 2.969 1.6 0.0 -0.1
H -2.936 -1.787 1.851 -0.5 0.1 1.8
H -2.803 -0.699 3.327 -0.6 -1.4 -0.2
H -3.836 -3.237 4.449 1.7 0.4 -0.9
H -2.677 -3.863 3.156 -0.2 1.4 1.3
H -1.539 -1.547 4.974 -0.4 -1.9 0.3
H -1.965 -3.147 5.927 0.8 0.8 -1.6
H 0.606 -2.932 5.096 -1.2 -0.5 -1.2
H -0.263 -4.389 4.288 0.2 1.6 0.0
H -0.859 -4.422 1.753 0.8 2.0 -0.6
H -0.553 -3.313 -0.701 0.7 1.7 1.4
H 0.349 -0.898 -0.804 -0.1 -0.4 1.0
H 1.392 1.126 -0.030 0.0 -0.3 1.7
H 2.088 1.193 1.748 -1.5 -0.2 -1.0
H -2.016 1.337 1.601 0.6 0.6 -0.6
H 0.684 -0.617 5.010 0.2 0.6 -1.7
H 0.631 0.883 3.882 0.7 -1.8 0.2
H 2.980 -1.103 4.680 -0.3 1.3 -1.5
H 2.954 -0.461 2.875 -0.1 0.3 2.0
C 5.978 -0.194 -4.829 0.8 -0.1 -0.5
O 4.735 -0.366 -4.158 -0.6 0.7 0.2
P 3.900 0.935 -3.725 0.0 0.5 -0.6
O 4.404 2.226 -4.242 -0.2 -1.2 0.4
O 3.806 0.824 -2.134 -1.1 -0.1 -0.7
C 5.016 0.849 -1.398 0.7 -0.1 0.3
O 2.407 0.564 -4.165 0.6 0.2 1.3
C 2.152 0.390 -5.551 -0.1 -0.1 -0.7
H 6.796 -0.264 -4.110 -0.1 0.0 -0.1
H 6.083 -0.994 -5.563 -0.1 0.0 0.2
H 6.035 0.760 -5.356 -0.1 0.0 0.2
H 5.739 1.540 -1.839 -0.1 0.0 0.0
H 5.439 -0.157 -1.367 0.1 0.1 0.0
H 4.799 1.171 -0.378 -0.1 0.0 -0.2
H 2.222 -0.670 -5.800 0.0 0.1 0.0
H 2.856 0.957 -6.164 -0.1 0.0 0.1
H 1.141 0.738 -5.764 0.1 0.0 0.1
C -4.537 2.501 -1.117 0.0 0.3 0.8
O -4.731 2.421 -2.521 0.1 -0.8 -0.2
P -4.370 1.047 -3.273 -0.4 -0.4 -0.4
O -4.044 -0.102 -2.394 -0.1 1.0 -0.3
O -3.228 1.461 -4.308 -1.0 -0.5 0.0
C -2.017 1.974 -3.783 0.4 0.4 0.2
O -5.623 0.828 -4.240 1.5 0.2 0.1
C -6.891 0.612 -3.640 -0.6 0.0 0.3
H -3.575 2.975 -0.908 0.0 0.0 0.0
H -5.333 3.118 -0.696 0.1 0.0 -0.2
H -4.576 1.522 -0.636 0.1 0.0 -0.2
H -1.737 1.465 -2.857 0.0 0.0 0.0
H -2.130 3.044 -3.597 0.1 -0.1 0.0
H -1.227 1.827 -4.520 -0.2 -0.1 0.0
H -7.424 1.562 -3.574 0.0 0.0 0.0
H -6.795 0.177 -2.642 0.0 0.0 -0.1
H -7.460 -0.072 -4.269 0.2 0.1 0.0
```
Positions in Å, forces in eV/Å.

- E_HOMO (eV) = -11.79
- E_tot (Eh) = -2611.48494
- net charge = +1
- gap between HOMO and LUMO (eV) = 7.285

The molecule's Mulliken atomic charges, reported in e, are given here: -0.607 -0.407 -0.521 -0.945 0.374 -0.403 -0.448 0.195 0.247 0.243 0.349 -0.516 -0.326 0.362 -1.023 -0.475 0.139 -0.278 0.293 -0.191 -0.212 0.355 0.101 0.075 0.400 0.215 0.226 0.367 0.313 0.406 0.379 0.348 0.260 0.324 -0.493 0.288 0.447 0.326 0.369 0.425 -0.713 -0.312 0.908 -0.679 -0.109 -0.553 -0.289 -0.622 0.276 0.255 0.359 0.358 0.293 0.053 0.283 0.340 0.165 -0.688 -0.294 1.106 -0.639 -0.387 -0.375 -0.395 -0.628 0.261 0.304 0.341 0.145 0.287 0.141 0.254 0.313 0.255